This record from OMol25 describes a molecular structure, C28H24AsFN7O10SV. The level of theory is the ωB97M-V functional and the def2-TZVPD basis.

```
73
Properties=species:S:1:pos:R:3:forces:R:3:mulliken_spin:R:1
O -2.694 -1.600 -0.871 -0.03 -0.03 -0.05 0.0000
C 4.438 -1.800 -1.901 0.01 0.00 -0.02 -0.0062
O -3.890 2.927 -0.257 -0.01 0.02 -0.08 -0.0006
C 2.820 -1.043 0.221 0.03 0.02 -0.05 0.0178
C 0.427 5.089 -2.311 -0.08 -0.10 0.03 0.0265
H -0.249 -0.590 3.875 0.01 0.00 0.00 -0.0003
H 0.344 0.992 5.663 -0.01 0.01 0.01 0.0000
O 2.041 -3.493 -3.921 -0.10 -0.09 -0.06 0.0000
O -1.746 2.878 1.094 -0.19 0.05 0.08 -0.0018
N 2.960 2.060 -1.293 -0.04 -0.02 -0.01 0.0605
H 5.054 -2.101 -2.738 0.00 0.01 0.00 -0.0002
C -3.289 0.565 1.562 -0.07 0.10 0.04 0.0025
H 0.240 3.282 0.989 -0.02 -0.02 0.02 -0.0025
H -3.521 3.755 0.083 0.00 0.00 0.03 0.0001
O 2.167 -6.040 -0.169 0.04 0.07 0.02 0.0000
H 2.191 -0.734 1.044 -0.01 0.02 0.01 -0.0054
H 3.368 -2.911 1.112 0.00 0.00 0.00 0.0003
H 2.195 6.321 -2.584 0.03 0.00 0.01 0.0002
C -4.337 -1.086 3.517 0.00 -0.01 -0.04 0.0000
H -1.185 -3.149 -0.969 -0.01 0.00 -0.01 0.0002
V 0.261 1.043 -0.941 0.44 0.03 -0.28 0.8368
H -0.052 -0.796 1.419 0.06 -0.01 0.03 -0.0057
F -0.250 -4.953 0.698 -0.01 0.02 -0.03 0.0000
N 0.289 -3.301 -2.455 -0.06 -0.03 -0.12 0.0004
S -3.941 -0.954 -0.521 -0.09 0.05 -0.01 -0.0008
C -0.212 2.686 2.994 0.03 0.04 0.02 -0.0016
N 2.211 0.997 -0.947 -0.43 0.23 -0.02 0.0850
O -3.992 0.476 -0.971 0.06 0.01 -0.17 0.0008
H -2.781 1.908 3.152 0.01 0.01 -0.02 0.0003
C 1.480 -3.838 -2.900 0.25 0.22 0.17 0.0003
H -3.726 0.437 4.900 0.00 0.00 0.00 0.0000
H -1.321 -2.200 -3.234 0.01 -0.05 0.07 0.0002
N 0.822 2.872 -1.516 -0.06 -0.13 0.04 0.0254
N -0.006 1.227 1.054 -0.22 -0.02 -0.28 -0.0137
C -0.233 -2.146 -3.168 -0.04 0.07 -0.08 -0.0036
H -0.162 3.690 3.402 0.00 0.01 -0.03 -0.0002
H 2.912 -5.164 -2.360 -0.01 0.01 0.00 0.0000
C 2.960 -0.203 -0.880 0.17 -0.18 0.12 -0.0061
O 0.237 -0.933 -1.165 0.17 -0.28 0.18 -0.0454
C -0.085 0.181 1.895 0.08 -0.13 0.32 0.0071
C -0.345 2.533 1.526 0.07 0.00 0.14 0.0068
C -3.240 0.966 2.886 0.08 0.05 0.03 0.0008
As -2.694 1.724 0.131 0.26 -0.13 -0.08 0.0036
C 0.300 -4.589 -0.471 -0.01 0.08 0.05 0.0003
H 3.754 4.492 -1.908 0.00 0.03 -0.01 0.0007
H -4.865 -2.413 1.892 0.00 0.00 -0.01 -0.0001
H 0.106 2.632 5.536 -0.01 0.00 -0.02 0.0000
N -0.183 1.722 5.207 0.03 -0.04 0.03 -0.0006
C 3.783 -0.578 -1.938 -0.06 0.02 0.07 0.0101
H 4.801 -3.599 -0.786 -0.01 -0.01 0.02 0.0003
C -0.016 3.861 -1.926 -0.09 0.15 -0.01 -0.0036
C 2.167 3.084 -1.555 0.28 0.10 -0.13 0.0052
C -0.175 1.606 3.808 -0.04 0.09 -0.02 0.0007
C -3.877 -0.640 1.224 0.03 -0.10 -0.18 -0.0009
C 2.681 4.363 -1.924 0.04 0.02 0.02 0.0117
H 0.187 -2.138 -4.169 0.03 0.06 0.02 0.0003
H -4.748 -1.728 4.286 0.00 0.00 0.00 0.0000
C -0.175 0.289 3.250 -0.04 -0.10 -0.16 -0.0016
N 2.019 -4.797 -2.066 -0.08 -0.05 -0.03 -0.0001
H 3.880 0.086 -2.787 -0.01 0.01 0.00 -0.0016
O -5.145 -1.669 -0.841 -0.02 -0.01 0.08 0.0001
O 0.178 0.244 -2.987 -0.25 -0.13 -0.25 -0.0010
C 1.560 -5.218 -0.824 -0.10 -0.16 -0.06 0.0002
C -4.399 -1.482 2.185 0.02 -0.03 0.07 -0.0001
C -3.770 0.131 3.862 0.01 0.00 -0.01 -0.0004
C 1.823 5.347 -2.293 0.06 -0.06 0.02 -0.0009
C 4.290 -2.643 -0.808 0.04 -0.01 -0.03 0.0090
O -1.611 1.418 -1.140 -0.12 0.18 0.32 -0.0064
C -0.272 -3.664 -1.248 0.09 -0.12 0.07 -0.0002
H -1.063 3.591 -1.916 -0.01 0.10 -0.03 0.0008
C 3.484 -2.258 0.255 0.00 0.00 0.00 -0.0018
C 0.095 -0.867 -2.435 -0.04 0.17 0.26 -0.0033
H -0.278 5.845 -2.625 -0.02 -0.01 0.00 0.0017
```
Forces are in eV/Å.

Computed properties:
* total energy: -160416.14453 eV
* net charge: -1
* energy above the lowest of the compared OMol25 structures with the same formula, charge and spin: 0.0 kcal per mole
* 2S+1: 2
* <S²>: 0.806
* Kohn-Sham gap (alpha / beta): 6.754 / 6.543 eV